DFT (ωB97M-V/def2-TZVPD) results for a gas-phase ion, C5H16N3 (charge +2) at a distorted geometry.

Cartesian coordinates (Å):
N -0.30246 0.79539 0.34692
N 0.96334 -2.10514 0.40461
N 0.05062 1.78236 -1.93168
C -0.58445 -0.46139 1.11110
C -0.42560 -1.74503 0.09812
C 1.19205 1.01288 0.14122
C -2.15156 -0.53036 1.48525
C 1.38269 1.15868 -1.43339
H -0.04546 2.68016 -1.50104
H -0.77877 1.45743 1.08827
H 1.47314 2.01644 0.69625
H -1.17163 -2.52344 0.35748
H 2.21458 1.78981 -1.76340
H -2.38116 0.31438 2.13286
H 1.51431 0.15830 -1.93936
H -0.80807 1.26617 -1.43088
H -2.60502 -1.40604 1.98589
H 1.74514 0.10243 0.48381
H 0.00395 1.83638 -2.94825
H 1.31784 -2.64872 -0.39356
H 1.07176 -2.47525 1.47456
H -2.71452 -0.39084 0.63797
H 0.12478 -0.55566 1.95547
H -0.42014 -1.53844 -0.98888

Force components x, y, z for each atom (eV/Å):
N -0.7 -0.3 3.2
N -2.9 -3.0 1.9
N -0.4 -1.9 1.0
C -2.7 -0.8 -1.1
C 2.8 1.1 0.7
C -0.9 1.7 -0.1
C 2.1 0.6 2.2
C -1.1 -0.7 0.3
H 0.1 1.2 -0.2
H 1.6 -0.7 -2.1
H -0.1 -2.3 -1.1
H 0.4 0.2 0.2
H -0.3 0.0 0.3
H 0.0 0.1 0.2
H -0.4 1.1 0.5
H 2.2 0.6 -1.2
H 1.1 0.1 -0.1
H -0.1 1.2 0.0
H -0.2 0.1 0.0
H 1.2 0.3 0.6
H 0.4 1.1 -3.3
H -1.1 0.4 -2.4
H -0.6 -0.2 -0.2
H -0.6 0.1 0.6

- ⟨S²⟩: 0.755
- Multiplicity: 2
- E_LUMO (spin up / spin down): -6.668 / -11.979 eV
- Charge: +2
- Orbital gap (spin up / spin down): 0.431 / 0.235 Ha

Löwdin atomic charge list, values in e, 6 entries:
1. N -0.098
2. N 0.220
3. N 0.149
4. C -0.291
5. C -0.097
6. C -0.133

---

DFT (ωB97M-V/def2-TZVPD) results for a gas-phase ion, C5H16N3 (charge +2) at a distorted geometry.

Cartesian coordinates (Å):
N 2.47449 -1.60396 0.00155
N -2.47547 0.85158 -0.47262
N -0.12612 -0.18977 0.99068
C -0.96698 2.23150 -1.84201
C -1.08442 1.44363 -0.54676
C -0.07609 0.31154 -0.39310
C 1.96690 -1.63969 1.29427
C 0.34140 -1.48349 1.26956
H -1.71460 3.01503 -1.88438
H -0.03797 -1.83385 2.22277
H -0.03076 2.78186 -1.85976
H 3.19567 -0.90540 -0.18138
H -0.97821 1.57172 -2.71290
H -3.21091 1.52576 -0.25085
H 0.34785 0.51419 1.55917
H 0.02127 -2.17818 0.50733
H -2.72296 0.41358 -1.36401
H 2.47048 -0.92339 1.94764
H -2.49365 0.11434 0.24161
H 2.78334 -2.50860 -0.35281
H 0.95536 0.64414 -0.57498
H -0.96790 2.10758 0.30902
H 2.09660 -2.58892 1.82554
H -0.23105 -0.50552 -1.08681

Force components x, y, z for each atom (eV/Å):
N 1.3 -0.5 0.5
N 0.1 -0.6 0.3
N 1.1 0.4 -0.6
C 0.4 0.0 0.3
C 0.4 0.5 -0.5
C 0.2 -0.4 0.5
C 0.8 0.2 0.7
C -0.8 -0.1 -0.1
H -0.4 -0.1 -0.2
H 0.3 0.0 0.4
H 0.3 -0.1 0.1
H -0.4 0.1 -0.1
H -0.2 0.2 0.0
H 0.1 0.2 0.0
H -0.7 -0.2 0.5
H -0.2 -0.2 -0.2
H 0.0 0.0 -0.1
H -0.6 0.5 -0.1
H -0.2 0.1 0.1
H -0.5 0.1 -0.4
H -0.2 0.4 -0.2
H -0.3 0.0 0.1
H -0.2 -0.3 -0.5
H -0.3 -0.2 -0.2

- ⟨S²⟩: 0.756
- Multiplicity: 2
- E_LUMO (spin up / spin down): -6.422 / -11.253 eV
- Charge: +2
- Orbital gap (spin up / spin down): 0.433 / 0.250 Ha

Löwdin atomic charge list, values in e, 6 entries:
1. N 0.166
2. N 0.241
3. N 0.005
4. C -0.015
5. C -0.316
6. C -0.140

---

DFT (ωB97M-V/def2-TZVPD) results for 2 unconnected molecules or ions with the total composition C5H16N3 at a distorted geometry.

Cartesian coordinates (Å):
N -0.44242 1.90968 1.28669
N -0.78957 -0.38034 1.60842
N 1.18100 0.26027 0.44905
C 3.03144 -1.28068 0.15596
C -1.51439 0.47810 -1.37227
C 0.03229 0.64411 1.07501
C 2.28089 -0.33059 1.13294
C -2.84620 -0.26379 -2.06530
H -3.71208 -0.22056 -1.43550
H 2.49262 -2.06167 -0.16343
H 1.27662 0.83774 -0.29526
H -0.08541 2.66910 0.70858
H -2.68631 -1.34925 -2.13672
H -3.17482 -0.09510 -3.09275
H -0.37625 -1.34221 1.49621
H -1.79823 0.59315 -0.26795
H -0.63403 -0.28035 -1.77241
H 3.04595 -0.71082 -0.81027
H -1.32537 2.09770 1.86167
H -1.80170 -0.20012 1.54735
H 2.16096 -1.16987 1.93642
H 2.90222 0.43310 1.52226
H 4.05461 -1.56782 0.60381
H -1.27182 1.33022 -1.97251

Force components x, y, z for each atom (eV/Å):
N 0.9 -1.9 -0.7
N 3.4 1.1 -1.8
N -0.9 -0.6 3.8
C 3.4 4.5 -0.4
C -1.5 -3.4 -2.3
C -6.2 -0.2 4.3
C 0.2 -5.5 0.0
C 1.4 -0.9 0.5
H -0.4 0.6 0.5
H -2.3 -3.3 -0.2
H 1.6 1.9 -3.8
H -0.1 0.1 0.4
H 0.4 0.1 0.4
H 0.6 1.1 0.1
H -1.3 1.1 0.3
H 0.9 -0.1 -2.3
H -1.6 1.4 2.0
H 1.3 -0.4 0.5
H 1.6 -0.5 -1.1
H 0.6 -0.6 0.4
H -1.3 2.4 -0.4
H 0.9 1.3 0.4
H -1.6 0.6 -1.0
H -0.2 1.2 0.4

- ⟨S²⟩: 0.762
- Multiplicity: 2
- E_LUMO (spin up / spin down): -9.366 / -13.984 eV
- Charge: +2
- Orbital gap (spin up / spin down): 0.332 / 0.157 Ha

Löwdin atomic charge list, values in e, 6 entries:
1. N 0.263
2. N 0.259
3. N 0.250
4. C -0.013
5. C -0.125
6. C -0.324

---

DFT (ωB97M-V/def2-TZVPD) results for 2 unconnected molecules or ions with the total composition C5H16N3S at a distorted geometry.

Cartesian coordinates (Å):
S 1.87470 1.54000 -2.45308
N -1.66362 -0.88611 2.05297
N 0.49613 -0.68747 2.89788
N 0.13503 -1.83193 0.78397
C -0.86774 -2.20187 -0.24146
C 2.04581 0.43586 -0.95276
C -0.36420 -1.20660 1.83442
C -0.87853 1.86109 -1.69570
C 0.46794 2.60210 -1.71621
H 1.44559 -0.69087 2.61505
H -1.46432 1.67428 -2.63963
H 0.32631 3.53109 -2.22627
H -2.03382 -0.66008 2.95014
H -2.34138 -0.78096 1.48018
H -1.62685 2.47350 -1.08045
H -1.57006 -3.15835 -0.02237
H 2.53032 1.06150 -0.19491
H 0.97297 2.88832 -0.80249
H 0.95221 0.08719 -0.69695
H -0.66685 0.93107 -1.33289
H 2.78836 -0.36308 -1.06925
H -1.45470 -1.36480 -0.56708
H -0.37062 -2.29593 -1.26386
H 0.18319 -0.91673 3.83132
H 1.08413 -2.04120 0.50943

Force components x, y, z for each atom (eV/Å):
S -0.9 -0.1 0.6
N 5.7 -1.6 3.8
N -2.7 -1.5 -3.2
N -3.0 0.0 -0.8
C -0.3 -2.0 -2.2
C -1.3 0.7 -0.1
C 1.7 2.1 3.6
C -1.5 3.0 -0.3
C 0.7 -1.0 -1.2
H 1.0 -0.3 0.6
H 1.3 0.6 0.4
H 0.5 0.4 -0.9
H 0.9 0.4 1.0
H -5.1 0.0 -5.9
H 1.1 -1.1 -0.3
H 2.0 2.3 -0.2
H -0.7 0.0 0.3
H -0.8 -0.2 0.8
H 2.5 0.5 -0.1
H -0.1 -2.6 1.5
H -0.6 -0.1 -0.6
H -0.8 0.7 0.8
H -0.1 -0.7 1.6
H 0.5 0.2 0.0
H 0.2 0.4 0.9

- Multiplicity: 1
- E_LUMO: -3.301 eV
- Charge: +1
- Orbital gap: 0.293 Ha

Löwdin atomic charge list, values in e, 6 entries:
1. S 0.747
2. N 0.243
3. N 0.169
4. N 0.063
5. C -0.060
6. C -0.427

---

DFT (ωB97M-V/def2-TZVPD) results for 2 unconnected molecules or ions with the total composition C5H16N4 at a distorted geometry.

Cartesian coordinates (Å):
N 1.83387 1.27929 0.90489
N 2.39555 -2.20312 0.21049
N 0.54754 -1.24148 1.29835
N -2.20310 0.23929 0.98552
C 1.64556 -1.14021 0.59326
C 1.82253 0.18068 -0.05013
C -1.71880 -0.61345 -1.22381
C -1.30423 1.78982 -0.72185
C -1.27596 0.37209 -0.15437
H -2.73584 -0.39561 -1.59609
H 2.74160 1.39326 1.34210
H 2.66147 0.16744 -0.75830
H -3.16585 0.46943 0.71728
H 1.52915 2.14887 0.48390
H 0.77463 0.28398 -0.54457
H -0.30809 -0.53723 0.81711
H 3.12450 -2.06696 -0.46880
H -0.63448 1.90195 -1.57994
H -2.31297 2.06639 -1.07904
H -1.94809 0.89065 1.72085
H -1.04731 -0.59092 -2.08627
H -1.02055 2.53093 0.03060
H -1.72939 -1.63347 -0.83290
H 2.05931 -3.14540 0.33789
H 0.26894 -2.14621 1.65381

Force components x, y, z for each atom (eV/Å):
N 0.2 -0.2 0.1
N 0.2 0.2 0.1
N 0.3 0.1 0.0
N -0.4 0.0 0.0
C -1.3 -0.7 -0.2
C -0.5 0.5 -0.1
C 0.0 0.1 0.1
C 0.2 -0.1 0.1
C 0.0 -0.9 0.6
H 0.0 0.0 0.0
H -0.1 0.2 -0.1
H -0.2 0.0 -0.1
H 0.0 0.1 0.0
H 0.1 -0.2 0.0
H 1.0 -0.2 0.3
H 0.2 1.1 -0.7
H 0.0 0.0 0.1
H 0.1 0.0 0.0
H 0.0 -0.1 0.1
H 0.0 0.0 0.0
H 0.0 0.0 -0.1
H 0.0 0.0 0.0
H 0.0 0.0 0.0
H 0.0 0.2 0.1
H 0.1 -0.1 -0.1

- Multiplicity: 1
- E_LUMO: 0.530 eV
- Orbital gap: 0.246 Ha

Löwdin atomic charge list, values in e, 6 entries:
1. N 0.024
2. N 0.153
3. N 0.140
4. N -0.034
5. C -0.412
6. C -0.234

---

Repeat the second record exactly.
DFT (ωB97M-V/def2-TZVPD) results for a gas-phase ion, C5H16N3 (charge +2) at a distorted geometry.

Cartesian coordinates (Å):
N 2.47449 -1.60396 0.00155
N -2.47547 0.85158 -0.47262
N -0.12612 -0.18977 0.99068
C -0.96698 2.23150 -1.84201
C -1.08442 1.44363 -0.54676
C -0.07609 0.31154 -0.39310
C 1.96690 -1.63969 1.29427
C 0.34140 -1.48349 1.26956
H -1.71460 3.01503 -1.88438
H -0.03797 -1.83385 2.22277
H -0.03076 2.78186 -1.85976
H 3.19567 -0.90540 -0.18138
H -0.97821 1.57172 -2.71290
H -3.21091 1.52576 -0.25085
H 0.34785 0.51419 1.55917
H 0.02127 -2.17818 0.50733
H -2.72296 0.41358 -1.36401
H 2.47048 -0.92339 1.94764
H -2.49365 0.11434 0.24161
H 2.78334 -2.50860 -0.35281
H 0.95536 0.64414 -0.57498
H -0.96790 2.10758 0.30902
H 2.09660 -2.58892 1.82554
H -0.23105 -0.50552 -1.08681

Force components x, y, z for each atom (eV/Å):
N 1.3 -0.5 0.5
N 0.1 -0.6 0.3
N 1.1 0.4 -0.6
C 0.4 0.0 0.3
C 0.4 0.5 -0.5
C 0.2 -0.4 0.5
C 0.8 0.2 0.7
C -0.8 -0.1 -0.1
H -0.4 -0.1 -0.2
H 0.3 0.0 0.4
H 0.3 -0.1 0.1
H -0.4 0.1 -0.1
H -0.2 0.2 0.0
H 0.1 0.2 0.0
H -0.7 -0.2 0.5
H -0.2 -0.2 -0.2
H 0.0 0.0 -0.1
H -0.6 0.5 -0.1
H -0.2 0.1 0.1
H -0.5 0.1 -0.4
H -0.2 0.4 -0.2
H -0.3 0.0 0.1
H -0.2 -0.3 -0.5
H -0.3 -0.2 -0.2

- ⟨S²⟩: 0.756
- Multiplicity: 2
- E_LUMO (spin up / spin down): -6.422 / -11.253 eV
- Charge: +2
- Orbital gap (spin up / spin down): 0.433 / 0.250 Ha

Löwdin atomic charge list, values in e, 6 entries:
1. N 0.166
2. N 0.241
3. N 0.005
4. C -0.015
5. C -0.316
6. C -0.140

---

Question: Which formula does entry 3 have?
Answer: C5H16N3